Record 1
C2H5NO | ωB97M-V/def2-TZVPD

```
9
Properties=species:S:1:pos:R:3:forces:R:3:nbo_charge:R:1
C 0.662335 0.057572 -0.826899 1.76 0.75 -0.37 -0.7036
C -0.209488 -0.820913 0.012591 -1.34 0.75 0.26 0.0266
N -0.953639 -0.387574 0.960251 0.96 0.20 0.01 -0.1254
O -0.635711 0.962772 1.216945 -0.27 -0.04 -0.15 -0.5955
H 0.222095 1.140632 -0.983460 0.97 -2.34 0.52 0.2550
H 1.702159 0.100443 -0.271443 -1.90 0.36 -1.17 0.2392
H 0.873079 -0.418575 -1.834244 -0.33 0.56 1.20 0.2262
H -0.390296 -1.873978 -0.156621 0.26 -0.06 -0.38 0.2001
H -1.270534 1.239621 1.882880 -0.11 -0.18 0.07 0.4774
```
Forces are in eV/Å.

## Properties
Spin multiplicity: 1
HOMO (Eh): -0.3580
Orbital gap (eV): 10.76
Calculated total energy (a.u.): -209.12410


Record 2
C2H5NO | ωB97M-V/def2-TZVPD

```
9
Properties=species:S:1:pos:R:3:forces:R:3:nbo_charge:R:1
C -0.326281 1.243726 0.156953 1.65 2.42 1.54 -0.2231
N -0.603788 0.053758 -0.117577 1.57 -1.30 -0.95 0.1388
C 0.637326 -0.854686 -0.068284 -3.11 -2.21 -3.21 -0.4701
O -1.725029 -0.336656 -0.468465 -0.73 -1.33 -0.34 -0.5174
H -1.140711 1.948123 0.139518 0.22 0.33 0.10 0.2121
H 0.705674 1.360026 0.559124 -1.15 0.70 -0.50 0.1863
H 0.234183 -1.846547 -0.492599 0.87 1.56 0.14 0.2325
H 0.720753 -1.088447 0.919503 1.09 -0.23 2.80 0.2137
H 1.497872 -0.479298 -0.628176 -0.39 0.06 0.42 0.2273
```
Forces are in eV/Å.

## Properties
Spin multiplicity: 1
HOMO (Eh): -0.3262
Orbital gap (eV): 9.79
Calculated total energy (a.u.): -209.08629


Record 3
C2H5NO | ωB97M-V/def2-TZVPD

```
9
Properties=species:S:1:pos:R:3:forces:R:3:nbo_charge:R:1
C -1.167821 0.181854 0.263003 0.53 0.30 0.68 -0.4830
N 0.415729 0.592937 -0.619735 -1.90 -0.18 1.16 -0.6649
C 1.429388 -0.221452 -0.114039 -0.33 -0.05 0.06 0.5122
O 1.380334 -1.129175 0.687275 -0.13 0.38 -0.41 -0.5858
H -0.748987 -0.239780 1.158256 -0.09 0.02 0.40 0.2493
H -1.660222 1.146368 0.354549 0.36 -0.05 0.08 0.2241
H -1.881643 -0.550551 -0.188069 0.99 0.39 -0.19 0.2183
H -0.450129 0.139405 -0.995288 0.90 -0.62 -1.94 0.4007
H 2.395344 0.163019 -0.522707 -0.34 -0.20 0.16 0.1291
```
Forces are in eV/Å.

## Properties
Spin multiplicity: 1
HOMO (Eh): -0.3709
Orbital gap (eV): 10.77
Calculated total energy (a.u.): -209.08706


Record 4
C2H5NO | ωB97M-V/def2-TZVPD

```
9
Properties=species:S:1:pos:R:3:forces:R:3:nbo_charge:R:1
N -1.019864 -1.472332 -0.432902 -2.40 -4.73 -1.75 -0.7364
C -0.949078 -1.372863 0.767049 0.86 2.25 1.21 0.8203
O -0.786145 -0.990480 1.838800 -0.02 -0.36 1.59 -0.4824
H -1.566843 -2.480486 -0.428856 1.46 2.70 -1.03 0.3998
C 0.876302 1.268784 -0.332576 -0.82 -0.80 -0.80 -0.8629
H 0.787682 1.102284 0.740089 -0.01 -0.04 -0.09 0.2134
H 1.904297 1.136621 -0.656703 0.08 0.08 0.05 0.2129
H 0.521118 2.262301 -0.583034 0.11 0.21 0.06 0.2125
H 0.232532 0.546172 -0.911868 0.72 0.69 0.76 0.2228
```
Forces are in eV/Å.

## Properties
Spin multiplicity: 1
HOMO (Eh): -0.4126
Orbital gap (eV): 11.74
Calculated total energy (a.u.): -209.17546


Record 5
C2H5NO | ωB97M-V/def2-TZVPD

```
9
Properties=species:S:1:pos:R:3:forces:R:3:nbo_charge:R:1
C 0.280794 0.717165 0.973620 -0.06 -0.35 -0.17 -0.7191
C 0.101617 -0.454928 -0.008802 -0.16 -0.15 0.01 0.6950
N -0.495810 -0.047664 -1.241971 -0.08 -3.11 -3.47 -0.8916
O 0.518524 -1.569400 0.215444 -0.25 0.66 0.01 -0.5695
H -0.185729 0.417341 1.916721 0.19 0.05 -0.06 0.2395
H -0.139860 1.679116 0.657606 0.02 -0.48 -0.18 0.2321
H 1.357196 0.849778 1.138248 -0.25 -0.12 0.05 0.2430
H -0.196007 -0.898072 -1.966137 2.09 2.09 1.39 0.3718
H -1.240726 -0.693335 -1.684730 -1.50 1.43 2.43 0.3988
```
Forces are in eV/Å.

## Properties
Spin multiplicity: 1
HOMO (Eh): -0.3692
Orbital gap (eV): 10.86
Calculated total energy (a.u.): -209.13913


Record 6
C2H5NO | ωB97M-V/def2-TZVPD

```
9
Properties=species:S:1:pos:R:3:forces:R:3:nbo_charge:R:1
C 0.212370 0.355734 1.460343 0.81 -2.25 2.42 -0.0770
N 0.681640 0.669751 2.635297 -3.94 -1.13 -2.29 -0.5669
H 0.836201 0.173827 0.539867 -0.56 0.88 0.71 0.1503
H -0.742408 -0.249967 1.520929 0.61 1.34 -0.52 0.1700
H 1.593909 0.955315 2.602118 3.08 1.16 -0.30 0.3233
C -0.679047 -0.553533 -2.109447 -0.24 5.35 -3.24 0.2572
O -1.687154 -0.285295 -2.765349 1.95 -1.49 2.03 -0.4895
H -0.345362 -1.525201 -1.815667 0.00 -0.88 0.59 0.1389
H 0.129851 0.459368 -2.068092 -1.71 -2.98 0.61 0.0938
```
Forces are in eV/Å.

## Properties
Spin multiplicity: 1
HOMO (Eh): -0.3801
Orbital gap (eV): 10.69
Calculated total energy (a.u.): -209.09258


Record 7
C2H5NO2 | ωB97M-V/def2-TZVPD

```
10
Properties=species:S:1:pos:R:3:forces:R:3:nbo_charge:R:1
N 0.398860 0.881741 -0.691887 -0.78 0.66 0.33 -0.8311
C -0.436847 0.849503 -1.789242 0.05 -0.05 0.06 0.5302
O -1.290569 0.018607 -1.967466 -0.05 -0.14 -0.01 -0.5851
H 0.697154 1.824867 -0.455549 0.25 -0.24 -0.23 0.3762
H -0.063764 0.476314 0.120811 0.38 -0.32 -0.06 0.4049
H -0.250007 1.644164 -2.524398 0.17 0.09 -0.10 0.0989
C 0.744573 -1.447392 2.179032 0.19 -1.00 -0.07 0.3003
O 0.406771 -0.303588 2.118371 -0.06 0.36 0.06 -0.5140
H 1.466689 -1.839797 2.925877 -0.10 0.34 0.02 0.1078
H 0.364475 -2.228718 1.485730 -0.05 0.30 0.00 0.1120
```
Forces are in eV/Å.

## Properties
Spin multiplicity: 1
HOMO (Eh): -0.3654
Orbital gap (eV): 10.53
Calculated total energy (a.u.): -284.41862


Record 8
C2H5NO2 | ωB97M-V/def2-TZVPD

```
10
Properties=species:S:1:pos:R:3:forces:R:3:nbo_charge:R:1
C 1.543948 0.372689 0.054341 -0.21 0.17 -0.02 -0.2802
O 0.959708 -0.911281 0.112431 0.45 -0.12 0.03 -0.3568
N -0.395090 -1.031086 0.050398 -0.52 -0.47 0.01 -0.2010
C -1.175725 -0.046823 -0.057609 0.77 0.54 0.00 0.3033
O -2.495659 -0.253975 -0.111833 -0.65 -0.05 -0.03 -0.6682
H 1.224669 1.000333 0.893173 -0.01 0.00 -0.01 0.1715
H 1.317235 0.877465 -0.890808 -0.01 0.01 0.01 0.1715
H 2.613183 0.186440 0.122679 -0.03 0.07 -0.01 0.2077
H -0.931218 1.012751 -0.117667 0.10 -0.16 0.02 0.1612
H -2.661051 -1.206512 -0.055104 0.10 0.02 0.00 0.4910
```
Forces are in eV/Å.

## Properties
Spin multiplicity: 1
HOMO (Eh): -0.3390
Orbital gap (eV): 10.15
Calculated total energy (a.u.): -284.35663


Record 9
C2H5NO2 | ωB97M-V/def2-TZVPD

```
10
Properties=species:S:1:pos:R:3:forces:R:3:nbo_charge:R:1
C -0.008861 0.177367 0.203409 -0.91 -4.39 3.92 0.4787
C 1.305195 -0.068047 -0.439538 -1.74 0.74 -2.15 -0.6956
N -1.155068 0.341588 -0.368325 -0.39 0.19 1.79 -0.1006
O -0.264594 -0.859286 1.777546 0.66 3.14 -4.43 -0.7544
O -2.337326 0.121979 0.061786 0.76 0.04 -0.08 -0.5141
H 1.986681 0.547437 0.055382 1.78 0.01 1.24 0.2454
H 1.475114 -1.184760 -0.535169 0.16 1.60 0.09 0.2718
H 1.264703 0.530353 -1.443236 -0.08 -1.61 1.17 0.2277
H -1.065440 0.985903 -1.119934 -0.16 0.55 -1.72 0.3683
H -1.200404 -0.592534 1.808079 -0.07 -0.27 0.18 0.4727
```
Forces are in eV/Å.

## Properties
Spin multiplicity: 1
HOMO (alpha / beta) (Eh): -0.3459 / -0.3460
Orbital gap (alpha / beta) (eV): 9.35 / 9.35
Calculated total energy (a.u.): -284.25635


Record 10
C2H5NO2 | ωB97M-V/def2-TZVPD

```
10
Properties=species:S:1:pos:R:3:forces:R:3:nbo_charge:R:1
C -0.474444 0.357775 -1.780361 -0.18 -0.63 0.51 -0.4704
N -0.237230 0.767829 -0.426562 -0.48 -0.07 0.16 -0.1987
C 0.108927 -0.107702 0.603405 0.96 -0.81 0.73 0.8176
O 0.911216 -1.085568 0.253064 -0.60 -0.51 -0.09 -0.6295
O -0.347799 0.089475 1.699308 -0.48 0.40 -0.17 -0.3667
H -0.149470 -0.680447 -1.905799 0.26 0.51 -0.19 0.2704
H -1.555295 0.396666 -1.919357 -0.32 0.17 -0.19 0.2850
H -0.041295 1.081184 -2.467107 0.23 0.06 -0.18 0.2981
H -0.715156 1.573592 -0.021594 0.13 0.44 -0.32 0.4503
H 0.781191 -1.827214 0.890109 0.49 0.45 -0.26 0.5440
```
Forces are in eV/Å.

## Properties
Spin multiplicity: 2
HOMO (alpha / beta) (Eh): -0.6521 / -0.6323
Charge: +1
Orbital gap (alpha / beta) (eV): 14.06 / 7.68
Calculated total energy (a.u.): -284.10924
<S²>: 0.769


Record 11
C2H5NO2S | ωB97M-V/def2-TZVPD

```
11
Properties=species:S:1:pos:R:3:forces:R:3:nbo_charge:R:1
O 0.383918 1.747109 -1.462637 -0.80 -2.58 2.51 -0.6009
C 0.111670 0.837284 -0.628421 -0.91 3.52 -1.04 0.6293
C -1.089140 0.974375 0.470349 2.38 1.25 -0.93 -0.1510
O -0.645631 0.702147 1.829308 2.80 3.19 -0.84 -0.6996
N 0.805367 -0.313675 -0.572916 1.46 -2.46 -1.32 -0.7663
S 0.167267 -1.819096 -0.004394 2.62 0.12 2.17 0.1656
H -1.724919 0.203059 0.220197 -1.53 -1.92 -0.24 0.1881
H -1.688713 1.897764 0.192635 1.23 -0.51 1.03 0.1996
H 0.224375 1.325441 2.001791 -3.41 -2.27 -0.61 0.4735
H 1.525255 -0.569897 -1.309117 -1.33 1.48 1.04 0.4217
H 1.308692 -2.019107 0.990268 -2.49 0.19 -1.78 0.1400
```
Forces are in eV/Å.

## Properties
Spin multiplicity: 1
HOMO (Eh): -0.3566
Orbital gap (eV): 9.95
Calculated total energy (a.u.): -682.56430


Record 12
C2H5NO2S | ωB97M-V/def2-TZVPD

```
11
Properties=species:S:1:pos:R:3:forces:R:3:nbo_charge:R:1
C 0.733690 0.976231 0.341199 -0.28 0.68 1.16 -0.7600
S -0.686675 0.737775 -0.756078 -0.49 -0.75 0.98 0.2379
C -1.768778 0.144273 0.628574 2.17 0.61 2.08 -0.4498
N -3.199624 0.090972 0.232005 0.56 -1.19 0.77 0.5170
O -3.982180 -0.006437 1.153317 -0.34 0.48 -0.16 -0.3683
O -3.428783 -0.082379 -0.937407 -0.39 0.45 -0.42 -0.3495
H 1.110940 0.019646 0.723231 -0.16 0.18 -0.09 0.2176
H 0.446278 1.639405 1.260407 0.72 -0.94 -1.81 0.2149
H 1.520433 1.407043 -0.290044 -0.20 0.18 0.44 0.2416
H -1.534926 -0.931511 1.090960 -0.40 2.34 -1.26 0.2545
H -1.544479 0.960040 1.478841 -1.19 -2.04 -1.68 0.2441
```
Forces are in eV/Å.

## Properties
Spin multiplicity: 1
HOMO (Eh): -0.3436
Orbital gap (eV): 9.37
Calculated total energy (a.u.): -682.49677


Question: The highest spin multiplicity belongs to which entry?
Answer: number 10